Density functional theory data (ωB97M-V/def2-TZVPD) for a cluster of 14 separate species, C53H125N7O20 in total at a distorted geometry.

For the HOMO energy, the calculation gives -6.8595 eV. The HOMO-LUMO gap comes out at 6.21 eV. Its total energy is -108362.5110 eV. The molecular weight is 1180.61 g/mol.

```
! RIJCOSX wB97M-V def2-TZVPD def2/J DEFGRID3
* xyz 0 1
O 9.0640 12.0894 13.0315
O 14.3289 16.0980 20.3688
O 13.4016 19.0815 17.3670
O 14.0770 14.2968 17.7149
O 8.7130 10.5646 17.9102
O 15.7987 19.2156 15.7920
O 12.5892 14.7185 10.4699
O 14.9197 11.2660 20.7197
O 13.4860 13.5849 8.6578
O 9.5185 11.1948 22.7156
O 16.0750 16.9885 15.3560
O 7.5623 14.3577 12.8525
O 8.2084 10.6949 11.3374
O 15.0705 9.1595 14.6894
O 8.3464 17.4460 17.9534
O 10.3893 16.4763 17.5281
O 10.9726 10.5347 18.3806
O 14.8113 13.8882 20.9471
O 17.6102 15.5088 17.2444
O 15.6632 10.8399 13.2464
N 12.8594 13.0675 14.9559
N 15.5792 9.0411 18.6045
N 14.4190 18.5170 11.4505
N 11.7482 19.2630 20.1797
N 10.5084 13.5221 20.8209
N 8.6200 15.0109 10.0369
N 18.9081 15.1051 20.1199
C 17.9925 16.1772 19.5701
C 14.4623 11.2904 19.3112
C 15.6680 9.6414 13.6589
C 9.2003 13.0127 20.3650
C 15.2115 7.8617 17.8139
C 10.8267 19.7489 19.0984
C 8.9832 10.9935 12.2866
C 13.7497 17.7535 12.5570
C 8.6933 16.3971 15.8553
C 18.1763 14.1382 20.9329
C 8.0404 13.6070 10.0491
C 13.4748 18.6445 10.3214
C 9.2843 15.2800 11.3396
C 9.6358 15.0698 8.9761
C 13.2128 19.3752 19.7728
C 16.5545 18.3952 10.0133
C 10.3692 14.8096 21.4611
C 12.4486 18.2952 12.9784
C 10.0748 9.9179 12.6452
C 11.5683 20.1333 21.3466
C 8.4520 15.3694 12.6034
C 11.2056 12.5894 21.7254
C 14.3219 9.9103 18.7188
C 11.7035 12.4615 14.2118
C 9.9052 10.2065 17.7014
C 11.3181 13.6945 19.5511
C 15.7891 20.6108 10.9333
C 17.0061 19.8019 10.4995
C 16.4648 18.1743 15.5449
C 7.4945 15.9628 9.7697
C 12.3735 12.2996 10.3340
C 16.9876 15.8081 18.5057
C 18.0067 18.3870 15.3146
C 16.6311 9.7990 17.8562
C 19.6457 14.4705 18.9961
C 13.4729 11.9853 15.7749
C 9.1890 16.8253 17.2500
C 11.8709 17.4899 14.1840
C 14.5334 15.1213 21.1639
C 10.4194 12.2699 23.0035
C 16.6407 8.6569 12.9378
C 11.4106 17.9114 20.5444
C 14.8889 19.8252 11.9039
C 10.1886 9.3118 16.4348
C 12.3893 14.1078 15.9110
C 16.1102 8.6307 19.9167
C 19.8734 15.8108 21.0220
C 13.7846 13.5907 13.9674
C 12.8693 13.6656 9.7463
C 15.6701 17.7126 10.9877
C 13.2873 15.0396 16.6964
C 14.5068 15.5137 22.6959
C 13.7440 18.5006 18.6346
H 15.1196 11.9257 18.7078
H 12.2864 14.1836 19.6979
H 16.2734 9.9802 16.8273
H 16.9594 10.6900 18.3844
H 15.2329 20.8368 10.0095
H 9.3335 9.3368 15.7711
H 12.1285 13.0959 22.0251
H 10.6279 14.3471 19.0013
H 11.8870 17.5423 21.4485
H 11.3237 12.7295 19.0526
H 9.3238 12.0544 19.8377
H 12.6141 19.3225 13.3068
H 11.5861 13.6361 16.4822
H 7.9752 16.9258 9.6176
H 19.3395 16.4186 21.7428
H 7.6026 13.3343 9.0932
H 6.8884 15.7064 8.9032
H 11.0598 9.6030 15.8446
H 13.6639 9.3739 19.4005
H 11.2618 12.2947 10.3295
H 11.1716 11.8792 23.6982
H 16.0182 21.5647 11.4144
H 20.5536 16.4196 20.4306
H 7.8062 16.9680 15.6162
H 17.5837 19.7197 11.4286
H 17.3726 17.6908 9.8465
H 11.0226 18.0356 14.5871
H 8.5788 12.8996 21.2437
H 13.1197 17.6247 10.1526
H 18.8251 13.4760 21.4994
H 13.9638 20.3305 12.1645
H 11.9482 14.8746 15.2528
H 12.5651 17.2691 14.9881
H 9.2035 15.6040 13.3619
H 11.0245 19.2460 18.1608
H 8.0100 13.4042 12.8723
H 10.0717 14.5274 11.3782
H 16.5304 8.9017 11.8815
H 8.3783 15.3525 15.8030
H 12.2005 11.6992 13.6176
H 16.3787 7.6130 13.1033
H 15.4723 19.6921 12.8226
H 13.3104 17.5041 18.7576
H 12.8359 11.7341 16.6322
H 10.5781 20.0205 21.7846
H 8.6408 11.2239 23.0929
H 10.9482 10.1148 12.0045
H 16.4982 9.4970 20.4300
H 11.6493 17.2847 19.6916
H 14.0245 15.4562 16.0022
H 13.8876 9.9457 17.7166
H 15.4474 15.1904 23.1492
H 13.6053 16.7284 12.1501
H 14.1639 12.7734 13.3535
H 14.1876 19.0670 16.7536
H 12.7049 11.4255 9.7835
H 11.4232 11.6615 21.1894
H 9.7716 19.6756 19.3128
H 9.6196 14.7445 22.2316
H 10.3171 17.8742 20.5417
H 16.4558 14.9352 18.9036
H 18.5847 17.5969 15.7975
H 10.0032 13.1725 23.4606
H 9.7356 8.9239 12.3537
H 16.8427 7.8350 19.7580
H 11.7117 18.3355 12.1703
H 14.3992 7.3411 18.3070
H 8.7012 12.8419 10.4270
H 14.0008 18.9534 9.4264
H 12.6246 15.8439 17.0469
H 17.5631 14.7447 21.5978
H 11.7645 21.1711 21.0847
H 15.2807 8.2449 20.5029
H 12.3170 19.8149 22.0632
H 10.4105 9.9258 13.6765
H 16.2388 17.4809 11.9004
H 11.4798 16.5637 13.7643
H 16.0659 18.4726 9.0366
H 17.4824 13.6029 20.3080
H 18.3113 19.3301 15.7694
H 6.8642 16.0230 10.6515
H 12.6524 12.2198 11.3800
H 17.6286 20.3110 9.7637
H 14.3317 16.5556 22.9540
H 15.2504 16.7824 10.5859
H 20.0170 15.2693 18.3604
H 20.4846 15.0681 21.5308
H 13.3920 20.4178 19.5044
H 8.7872 13.7639 19.6895
H 13.4322 11.6499 19.1605
H 13.6932 19.1451 20.7300
H 13.7576 14.9005 23.1923
H 18.3370 18.3919 14.2730
H 10.9237 12.0331 14.8341
H 9.1794 14.9547 7.9982
H 14.6295 14.0845 14.4446
H 17.4592 16.5993 20.4244
H 19.0450 13.7960 18.4205
H 14.4474 17.6867 13.3914
H 18.7018 16.9068 19.1777
H 13.2064 14.2470 13.3056
H 14.9188 8.1927 16.8051
H 17.0718 15.8078 16.4491
H 11.2629 13.2128 13.5629
H 17.4434 9.0814 17.7889
H 14.4477 12.3609 16.0803
H 20.4951 13.9729 19.4460
H 14.0664 14.7721 18.5673
H 10.3496 14.2842 9.1914
H 9.4099 16.5818 15.0717
H 7.7844 16.2453 12.5560
H 14.8349 18.3821 18.7878
H 10.0133 15.4962 20.6981
H 7.2841 13.7091 10.8068
H 9.8141 16.2369 11.2537
H 11.3283 15.1373 21.8692
H 17.6868 8.8173 13.2114
H 10.2936 8.2871 16.8012
H 13.6727 11.1528 15.0994
H 16.0878 7.2209 17.7513
H 10.1571 16.0222 9.1024
H 12.6644 19.3342 10.5351
H 11.1856 20.7632 18.9976
H 16.2594 16.6296 18.5301
H 14.8686 12.2011 21.0170
*
```

Atomic partial charges in e from the Mulliken method, atoms 1 to 5: O -0.55; O -0.19; O -0.51; O 0.56; O -0.74


Density functional theory data (ωB97M-V/def2-TZVPD) for a structure of composition C53H38Cl3F9GeN8PRbS4 at a distorted geometry.

As for the energy above the lowest of the compared OMol25 structures with the same formula, charge and spin: 0.133 eV. For the HOMO energy (spin up / spin down), the calculation gives -5.4173 / -5.4138 eV. The HOMO-LUMO gap (spin up / spin down) comes out at 6.85 / 5.92 eV. Its total energy is -239331.5726 eV. The molecular weight is 1381.60 g/mol. The expectation value of S² is 0.76.

```
! RIJCOSX wB97M-V def2-TZVPD def2/J DEFGRID3
* xyz -1 2
Rb 0.7269 -0.6699 0.8178
Ge 4.0100 1.8111 1.5239
Cl 5.0138 2.9430 -0.2157
Cl 3.3853 3.6607 2.6499
Cl 5.8097 1.1629 2.7245
S -5.1785 0.9833 0.6464
S 5.5931 -0.8438 -2.0787
S -2.7314 -0.7162 0.2474
S 4.0187 -3.8517 3.2924
P 0.6992 2.7677 -1.4663
F 3.7682 6.0998 -6.5142
F -5.6827 1.2298 -3.3532
F 2.4946 7.6495 -5.7828
F -0.6324 7.5772 3.0597
F 0.1813 5.9824 4.3207
F 1.7147 6.2094 -7.1764
F 1.4934 7.4205 3.3900
F -4.4969 0.1813 -4.8525
F -4.8436 2.2968 -5.0454
N 0.6170 0.4222 3.3947
N -0.4464 -2.9909 -1.0408
N 2.7031 -2.6694 1.4683
N 3.3508 -1.2193 -0.8637
N -3.1355 1.3151 2.0539
N -1.8246 1.0645 2.3775
N -1.7784 -2.4516 1.6573
N -3.4574 -11.1954 0.3434
C -2.1506 3.0596 -1.8599
C -2.2109 0.7420 -3.4179
C -0.4472 4.7456 1.9444
C -1.4925 1.4487 3.5625
C 1.3514 6.0126 0.9562
C -0.4344 3.8681 0.8874
C -1.5870 -4.6206 0.3579
C -3.1093 -10.0879 0.4129
C 0.1343 -3.0662 -2.2187
C -3.6754 -7.7036 0.2059
C -0.7235 -5.1080 -1.9840
C -0.9907 2.2922 -2.0090
C 2.5535 -3.3610 2.5616
C -2.7075 -8.6976 0.3890
C 3.0105 -0.0879 -2.9946
C 0.0217 -4.3514 -2.8446
C 4.3487 -1.7783 -0.0815
C 2.3787 0.6497 4.9858
C -3.2955 -6.3766 0.1633
C -0.1686 1.2046 4.1487
C -3.5652 0.5417 1.0958
C 1.2383 -3.6211 3.1835
C 3.8685 -0.7506 -1.9609
C -2.1782 -3.3917 3.6871
C -1.0513 1.1306 -2.7826
C -2.0876 -4.4235 2.7824
C 0.4489 4.0562 -0.1758
C -1.8420 -3.8374 1.4920
C -4.5907 1.3177 -4.1340
C -5.7298 -0.4031 -0.3393
C 4.8845 -3.0400 2.0531
C -1.3852 -8.3602 0.6498
C 4.0018 -2.5140 1.1396
C -1.0113 -4.2442 -0.8531
C -3.3302 1.5760 -3.3364
C 1.8495 0.1228 3.7896
C 0.4058 6.6908 3.1805
C 5.6015 -1.5910 -0.5749
C -2.0492 -2.2081 2.9343
C 1.1698 3.9024 -2.8725
C 2.5365 6.3533 -6.1053
C 1.3574 5.1234 -0.1023
C 1.5255 1.4010 5.7799
C -1.0486 -7.0449 0.6415
C 0.4418 5.8046 1.9771
C 2.9366 4.4939 -4.4305
C 0.2340 1.6980 5.3671
C -1.9874 -6.0478 0.3968
C 0.7883 5.6302 -4.4785
C 2.4628 3.7359 -3.3563
C 2.0720 5.4469 -4.9723
C -3.3175 2.6864 -2.5118
C 0.3252 4.8847 -3.4081
H -1.1095 3.0187 0.9062
H 6.4948 -1.9566 -0.0728
H -5.5702 -1.3618 0.1922
H -2.0845 3.9696 -1.3370
H -1.1392 4.5917 2.7488
H 0.8792 -2.6843 3.6086
H -0.1197 0.5555 -2.9596
H 0.4360 -4.6549 -3.8095
H 5.9152 -2.9647 2.0050
H 3.5774 0.3954 -3.7774
H -4.7048 -7.9967 0.1047
H -2.1425 -1.1616 3.2646
H 1.2776 -4.4423 3.9330
H 2.0642 6.8118 0.9878
H -0.4194 2.3144 5.9582
H 0.1316 6.3983 -4.8666
H 3.1265 3.0119 -2.8539
H -2.1855 -0.1596 -4.0398
H -2.3507 -3.4671 4.7519
H 2.4012 0.7054 -2.5431
H -0.6637 5.0570 -3.0173
H -1.0325 -6.1363 -2.0716
H 2.0918 5.2921 -0.8720
H 0.6489 -2.2012 -2.6382
H -4.1886 3.3186 -2.4860
H 3.9511 4.4288 -4.8079
H -5.2894 -0.4536 -1.3244
H -0.6324 -9.1399 0.8578
H -2.1184 -5.4602 3.0373
H 2.4725 -0.4913 3.1229
H 3.4020 0.5069 5.2821
H 2.3669 -0.8496 -3.4927
H -4.0108 -5.5866 0.0205
H -2.2760 1.9289 4.1711
H -0.0062 -6.7664 0.8549
H 1.9174 1.7594 6.7572
H 0.5504 -3.9162 2.3871
H -6.8130 -0.2857 -0.4813
*
```

Atomic partial charges in e from the Mulliken method, atoms 1 to 5: Rb 0.73; Ge 0.56; Cl -0.50; Cl -0.41; Cl -0.47


Density functional theory data (ωB97M-V/def2-TZVPD) for a structure of composition C53H39N4O2SZn.

As for the energy above the lowest of the compared OMol25 structures with the same formula, charge and spin: 1.183 eV. For the HOMO energy (spin up / spin down), the calculation gives -3.9871 / -3.9876 eV. The HOMO-LUMO gap (spin up / spin down) comes out at 5.37 / 5.37 eV. Its total energy is -124904.6348 eV. The molecular weight is 861.38 g/mol.

```
! RIJCOSX wB97M-V def2-TZVPD def2/J DEFGRID3
* xyz -1 1
Zn -0.4059 -0.2497 0.5232
S 2.3624 -0.4324 -2.0742
O 2.4558 -1.1787 -3.3763
O 0.6482 1.1557 -0.3782
N 0.6292 -2.0593 0.5489
N -1.8158 -1.1782 -0.6939
N 0.5365 0.2082 2.3075
N -2.0021 1.0405 1.0794
C 2.1783 2.4863 -1.6186
C -7.2940 -1.2414 -0.6081
C 4.0696 -0.0663 -1.6114
C 3.3739 -2.1238 3.1318
C -7.5488 1.1201 -0.4564
C 5.6251 -3.1005 4.4769
C 0.5802 -2.9775 -0.4353
C 1.8323 1.2518 -2.5255
C -3.5636 -1.5453 -2.1363
C 1.6898 -2.3770 1.3531
C 1.6495 -0.3616 2.8178
C 4.6245 -1.5418 2.9395
C 0.8171 1.8446 -1.5092
C -2.5693 -2.3709 -2.5132
C -2.5424 3.2648 1.2524
C 1.5408 1.6870 3.7311
C -1.6138 2.2353 1.6390
C 1.6521 -3.9398 -0.2677
C -0.3726 -3.0126 -1.4742
C 1.7964 1.4788 -3.9648
C -3.8156 0.2366 -0.3579
C 2.3318 -3.5753 0.8435
C 0.4554 1.4635 2.8133
C -0.0391 -6.0970 -4.4415
C 2.1682 -1.6144 2.4132
C 3.2677 -3.2041 4.0052
C -5.9183 -1.0914 -0.5292
C 0.9566 5.8927 2.6827
C -3.0849 -0.7883 -0.9801
C -0.7192 -5.3774 -2.2495
C -3.1455 1.2571 0.4085
C -1.4871 -2.1821 -1.5604
C 0.3590 -3.8281 -3.7315
C 2.4242 3.7327 -2.3548
C 2.1999 3.8641 -3.6684
C -0.2389 -4.0939 -2.5018
C -0.2601 3.8221 2.9387
C 1.8749 2.7092 -4.4949
C 4.3838 -3.6908 4.6726
C -0.9828 4.3913 3.9810
C 5.7421 -2.0249 3.6061
C -0.3985 2.5813 -2.0476
C -0.7379 5.7021 4.3749
C 0.4555 -4.8241 -4.6954
C -5.3007 0.1708 -0.4608
C 2.2746 0.5405 3.7524
C 0.7147 4.5829 2.2939
C -0.6222 -6.3740 -3.2119
C -3.5008 2.6619 0.5071
C -0.5083 2.4273 2.4597
C -6.1725 1.2683 -0.3833
C -8.1269 -0.1343 -0.5860
C 0.2299 6.4558 3.7255
H 3.1625 0.3342 4.3293
H -5.7889 2.2632 -0.2597
H -5.3061 -1.9802 -0.4765
H 4.5189 0.6086 -2.3396
H 1.2655 4.1299 1.4758
H 4.7162 -0.7070 2.2538
H -8.1753 2.0023 -0.4010
H -1.7399 3.7996 4.4825
H -1.0035 -7.3667 -3.0028
H -1.1757 -5.5871 -1.2884
H 2.3757 4.8161 -4.1557
H 2.7917 2.3242 -0.7390
H 1.7290 0.5957 -4.5876
H -1.2770 2.1742 -1.5461
H -2.4599 4.3145 1.4904
H 2.2969 -3.6623 4.1535
H -4.5111 -1.3993 -2.6292
H 0.7767 -2.8437 -3.9068
H 1.8043 2.8419 -5.5683
H 3.1951 -4.0555 1.2781
H 1.7088 6.4793 2.1691
H 6.4963 -3.4763 4.9994
H 4.5851 -1.0270 -1.5967
H 0.4160 7.4787 4.0304
H 4.2829 -4.5306 5.3491
H 0.0329 -6.8704 -5.1970
H -7.7160 -2.2381 -0.6614
H 1.7078 2.5959 4.2889
H 0.9272 -4.6069 -5.6464
H -0.3399 3.6517 -1.8338
H -9.2024 -0.2462 -0.6428
H 6.7088 -1.5659 3.4404
H 1.8564 -4.7686 -0.9283
H 2.8346 4.5669 -1.7930
H -1.3069 6.1353 5.1889
H -2.5604 -3.0594 -3.3441
H 4.0635 0.3723 -0.6121
H -4.2839 3.1698 -0.0270
H -0.5180 2.4607 -3.1269
*
```

Atomic partial charges in e from the Mulliken method, atoms 1 to 5: Zn -0.50; S 1.28; O -0.88; O 0.70; N -0.01


> What is the total energy in the first record?

-108362.5110 eV


> Among the records above, which one has the lowest molecular weight?

C53H39N4O2SZn